Entry 1:
CH3NO2 | wB97M-V/def2-TZVPD

```
7
Properties=species:S:1:pos:R:3:forces:R:3:nbo_charge:R:1
O 0.983039 -1.802578 0.285062 -2.8 4.8 0.1 -0.620
C 0.266620 -0.743085 0.485593 -0.2 -3.5 3.2 0.482
N -0.023912 0.224406 -0.406150 3.3 -5.7 -4.8 -0.337
O -0.827077 1.274160 -0.486721 0.5 3.3 2.8 -0.492
H -0.313869 -0.629941 1.511511 1.4 0.1 -1.6 0.117
H 0.126015 -0.279304 -1.359760 0.0 1.8 1.7 0.369
H -0.210816 1.956340 -0.029535 -2.1 -0.8 -1.3 0.481
```
Forces are in eV/Å.

- Multiplicity: 1
- Calculated total energy: -245.0370 Eh
- Energy above the lowest of the compared OMol25 structures with the same formula, charge and spin: 89.2 kcal/mol
- Molar mass: 61.04 g/mol
- Charge: 0


Entry 2:
C3H7NS | wB97M-V/def2-TZVPD

```
12
Properties=species:S:1:pos:R:3:forces:R:3:nbo_charge:R:1
C -1.005979 -1.106241 -0.683475 -2.4 0.1 -0.7 -0.651
C -0.051285 -0.435066 0.503289 -3.8 -3.2 0.6 -0.549
C 1.182790 0.006686 -0.266900 -2.6 6.0 6.3 0.066
H -0.856828 -2.266065 -1.162235 0.1 3.5 1.6 0.235
H -1.101590 -0.229654 -1.879501 0.2 -2.7 4.0 0.205
H -2.061741 -1.127788 -0.049427 2.3 -0.1 -2.5 0.218
H 0.041639 -1.305776 1.486679 0.4 2.4 -3.3 0.250
H -0.876417 0.350929 1.085710 3.1 -2.3 -2.2 0.281
H 1.675638 -0.619770 -0.824866 2.9 -3.4 -2.9 0.184
H 1.025703 3.399422 1.172388 -0.4 -2.6 -1.5 0.122
N 1.597095 1.243951 -0.048789 0.9 -2.9 -2.3 -0.571
S 0.430976 2.089372 0.667127 -0.6 5.1 2.8 0.210
```
Forces are in eV/Å.

- Multiplicity: 1
- Calculated total energy: -571.2175 Eh
- Energy above the lowest of the compared OMol25 structures with the same formula, charge and spin: 139.0 kcal/mol
- Molar mass: 89.16 g/mol
- Charge: 0


Entry 3:
C4H8O2S2 | wB97M-V/def2-TZVPD

```
16
Properties=species:S:1:pos:R:3:forces:R:3:nbo_charge:R:1
C -0.309881 1.945360 1.191966 -1.2 2.2 0.5 -0.785
C -0.100139 -0.302113 -0.433206 2.2 -1.0 3.0 -0.625
C 2.632635 -0.227081 -0.586276 4.5 -0.9 0.7 -0.855
C -1.444773 -0.857623 0.029293 -1.3 -1.9 -2.8 0.749
H -1.059116 1.170466 1.460595 0.5 0.8 1.0 0.218
H -1.139158 3.165939 1.034978 3.1 -3.8 0.9 0.245
H 0.706270 1.962114 1.860511 -2.9 0.3 -1.6 0.264
H 0.088489 -0.369200 -1.468401 -0.2 -1.6 -1.5 0.261
H 2.477016 0.896640 -0.798480 -0.2 -2.2 -0.5 0.260
H 2.914575 -1.166188 -1.473661 -0.6 3.8 2.3 0.256
H 3.707875 -0.036365 0.232087 -3.1 -1.1 -2.7 0.243
H -1.918478 0.682127 -0.826087 0.1 1.7 -0.7 0.464
O -2.392283 -0.101920 -0.594299 -0.9 -1.6 1.6 -0.669
O -1.713652 -1.962470 0.435298 0.9 1.5 0.6 -0.518
S -0.031515 1.408332 -0.485948 0.5 3.3 -0.5 0.271
S 1.431700 -0.979687 0.488435 -1.5 0.4 -0.3 0.222
```
Forces are in eV/Å.

- Multiplicity: 1
- Calculated total energy: -1103.9074 Eh
- Energy above the lowest of the compared OMol25 structures with the same formula, charge and spin: 113.9 kcal/mol
- Molar mass: 152.24 g/mol
- Charge: 0


Entry 4:
C18H33Cl2IN8O5PSSn | wB97M-V/def2-TZVPD

```
70
Properties=species:S:1:pos:R:3:forces:R:3:nbo_charge:R:1
Sn -0.921699 -1.147690 -0.560046 0.2 0.2 0.3 1.331
C 1.949696 -1.083448 1.267661 0.0 0.1 0.0 -0.244
C 1.897082 -2.171165 0.186898 0.0 0.0 0.0 -0.238
N 0.571430 -2.823901 0.154656 0.0 0.0 -0.1 -0.756
C 0.216122 -3.514157 1.416738 0.0 -0.1 0.0 -0.246
C -1.250879 -3.323456 1.798661 0.0 0.0 0.0 -0.251
N -1.744560 -1.954613 1.539945 0.0 0.1 0.1 -0.745
C -1.482943 -0.960208 2.607523 0.0 0.0 0.0 -0.236
C -0.006378 -0.633579 2.751628 0.0 0.1 0.0 -0.246
N 0.647512 -0.421945 1.441332 0.0 -0.1 0.0 -0.719
H 2.292857 -1.491712 2.219899 0.0 0.0 0.0 0.207
H 2.700422 -0.352088 0.966409 0.0 0.0 0.0 0.229
H 2.046312 -1.736094 -0.802029 0.0 0.0 0.0 0.228
H 2.697222 -2.897190 0.355329 0.0 0.0 0.0 0.210
H 0.548072 -3.469416 -0.628782 0.0 0.0 0.0 0.416
H 0.408580 -4.585215 1.331516 0.0 0.0 0.0 0.228
H 0.877426 -3.149698 2.197260 0.0 0.0 0.0 0.211
H -1.858593 -3.989675 1.191797 0.0 0.0 0.0 0.241
H -1.398063 -3.600637 2.846610 0.0 0.0 0.0 0.220
H -2.754003 -2.016388 1.430300 0.0 0.0 0.0 0.414
H -2.036783 -0.060727 2.341680 0.0 0.0 0.0 0.223
H -1.873044 -1.310240 3.566958 0.0 0.0 0.0 0.223
H 0.081486 0.256706 3.378249 0.0 0.0 0.0 0.252
H 0.511297 -1.430178 3.284914 0.0 0.0 0.0 0.200
H 0.750075 0.573050 1.288137 0.0 0.0 0.0 0.420
Cl -0.564793 1.458975 -3.544320 -0.1 0.0 0.0 -0.059
C -2.335411 1.720681 -3.651163 0.0 -0.1 0.1 -0.369
Cl -3.239540 0.775870 -2.468245 0.1 0.0 -0.1 0.043
H -2.654587 1.420707 -4.641193 0.0 0.0 0.0 0.229
H -2.513511 2.771949 -3.461842 0.0 0.0 0.0 0.242
O -2.019204 4.989659 5.909600 0.0 0.0 0.0 -0.997
S -0.708033 4.691435 6.443399 0.0 0.0 0.0 2.400
O -0.251399 5.522924 7.525407 0.0 0.0 0.0 -0.973
O -0.423476 3.265778 6.579399 0.0 0.0 0.0 -1.016
C 0.419836 5.020926 5.057234 0.0 0.1 -0.2 0.160
N 1.649687 5.489190 5.270342 0.1 0.0 0.0 -0.400
C 2.506545 5.397105 4.263704 0.0 0.1 0.0 0.085
C 2.188202 4.798489 3.050829 -0.1 0.1 0.0 -0.310
C 0.861840 4.423104 2.912904 0.0 -0.2 -0.3 0.164
N -0.023982 4.586066 3.878602 0.1 -0.1 0.3 -0.441
C 0.332251 3.634600 1.756024 0.0 0.3 0.2 0.005
C 1.049676 3.355631 0.598917 0.1 -0.2 0.0 -0.242
C 0.536851 2.426187 -0.296311 0.0 0.0 0.3 0.001
N -0.633284 1.812318 -0.119261 -0.1 0.2 -0.4 -0.502
C -1.369980 2.185409 0.929203 0.0 -0.1 0.1 -0.008
C -0.929693 3.060384 1.899367 -0.1 0.0 -0.1 -0.172
H 3.500976 5.795396 4.438363 0.0 0.0 0.0 0.196
H 2.934918 4.638029 2.286327 0.0 0.0 0.0 0.208
H 2.016169 3.806359 0.417206 0.0 0.0 0.0 0.228
H 1.113773 2.123201 -1.164862 0.0 0.1 -0.1 0.188
H -2.344241 1.713438 1.024297 0.0 0.0 -0.1 0.191
H -1.515896 3.297815 2.778114 0.0 0.0 0.0 0.283
N -1.512723 -4.347915 -4.644402 0.0 0.1 0.2 -0.724
C -0.061807 -4.122676 -4.366394 0.0 -0.1 0.0 -0.608
P 0.157909 -2.297924 -4.152882 -0.2 0.3 -0.2 2.162
O -1.046668 -1.745628 -4.881851 0.1 0.0 0.1 -1.165
O 0.562173 -1.950264 -2.765984 0.0 -0.2 0.1 -1.140
C 1.522180 -1.716371 -5.284006 0.1 0.1 -0.1 -0.602
N 0.945736 -0.487301 -5.936892 -0.1 -0.1 -0.1 -0.700
H -1.711793 -5.263649 -5.042643 0.0 0.0 0.0 0.434
H -1.849926 -3.583707 -5.246878 0.0 0.0 0.0 0.468
H -2.033125 -4.237022 -3.737505 0.0 0.0 -0.1 0.462
H 0.516593 -4.515299 -5.201125 0.0 0.0 0.0 0.242
H 0.192865 -4.661327 -3.456522 0.0 0.0 0.0 0.258
H 1.767502 -2.426540 -6.070705 0.0 0.0 0.0 0.239
H 2.421212 -1.444408 -4.739144 0.0 0.0 0.0 0.254
H -0.098646 -0.628654 -5.867783 0.1 0.0 0.0 0.486
H 1.245106 -0.364820 -6.902305 0.0 0.0 0.0 0.436
H 1.170511 0.361495 -5.417197 -0.1 0.0 0.0 0.446
I -2.639442 -3.455969 -1.531069 -0.1 -0.3 -0.2 -0.656
```
Forces are in eV/Å.

- Multiplicity: 1
- Calculated total energy: -3691.7103 Eh
- Molar mass: 821.08 g/mol
- Charge: +1


Entry 5:
C3H10OS2 | wB97M-V/def2-TZVPD

```
16
Properties=species:S:1:pos:R:3:forces:R:3:nbo_charge:R:1
C -0.691186 1.587539 1.996075 -0.1 0.0 -0.5 -0.630
C 0.119710 1.106033 0.776890 0.8 0.6 0.5 -0.547
S -0.692652 1.056851 -0.827374 -1.8 -2.1 1.7 0.101
S -1.921362 -0.720828 0.065909 0.9 1.8 -2.1 0.086
C -0.781321 -1.890738 -0.698909 -0.4 -0.8 0.9 -0.756
H -0.979685 0.764953 2.652140 0.4 0.0 0.0 0.218
H -1.643746 2.032454 1.706174 0.2 0.3 -0.1 0.218
H -0.057198 2.310685 2.509497 -0.4 0.0 0.3 0.215
H 0.982047 1.771481 0.616307 -0.1 -0.2 0.1 0.219
H 0.501412 0.117166 1.028759 0.2 0.0 -0.4 0.212
H -0.685162 -1.773406 -1.773263 0.1 0.2 0.1 0.227
H 0.146400 -1.829808 -0.131358 0.3 0.0 -0.5 0.211
H -1.196185 -2.887781 -0.505861 0.1 0.1 -0.1 0.228
O 2.611346 -0.607082 -2.290519 0.6 -0.2 0.3 -0.951
H 2.555256 -0.304542 -3.199729 -0.4 0.0 0.1 0.474
H 1.732324 -0.732977 -1.924739 -0.2 0.2 -0.4 0.476
```
Forces are in eV/Å.

- Multiplicity: 1
- Calculated total energy: -991.8784 Eh
- Energy above the lowest of the compared OMol25 structures with the same formula, charge and spin: 20.8 kcal/mol
- Molar mass: 126.25 g/mol
- Charge: 0


Entry 6:
C10H18INO2 | wB97M-V/def2-TZVPD

```
32
Properties=species:S:1:pos:R:3:forces:R:3:nbo_charge:R:1
C -2.924380 -0.064011 0.640541 -1.1 -1.6 -0.5 -0.612
C -3.152861 -0.654193 -0.750266 0.6 1.5 -0.3 -0.387
C -1.786539 -1.128374 -1.194586 1.5 1.1 -2.7 -0.434
C -1.188836 -2.224166 -0.357307 0.7 1.1 -0.2 -0.223
C -0.103347 -1.978090 0.390527 -0.9 2.3 -0.7 0.169
C 0.504894 -2.843618 1.396796 -0.4 0.9 1.8 -0.653
N 0.282381 -0.545681 0.480847 -1.9 -2.4 0.7 -0.515
C 1.227789 0.108073 0.122515 0.7 3.0 0.3 0.142
I 2.992542 -0.777799 -0.707640 0.6 -0.3 -0.5 -0.034
C 1.255538 1.963256 0.258757 -0.3 -3.7 0.2 0.446
O 2.572948 2.204435 0.240239 1.2 1.2 -1.2 -0.553
C 3.291455 1.932540 1.478517 -1.5 2.8 -1.3 -0.252
O 0.476371 2.454416 -0.716069 0.0 0.9 -2.4 -0.519
C 0.958823 2.273501 -2.121992 -0.3 -0.9 1.8 -0.263
H -2.659036 -0.853233 1.321917 -0.2 -0.4 0.5 0.204
H -3.780805 0.433154 0.968191 -1.5 0.7 0.9 0.201
H -2.119184 0.591019 0.709670 1.4 1.3 -0.5 0.213
H -3.664671 -1.595425 -0.773603 -1.3 -0.2 0.5 0.196
H -3.708613 0.097300 -1.458736 1.4 -1.4 1.1 0.203
H -0.971866 -0.336473 -1.181315 -1.5 -0.5 -0.2 0.211
H -1.909503 -1.359449 -2.300310 0.5 -0.4 1.1 0.211
H -1.659171 -3.170833 -0.309582 -0.3 -1.0 0.0 0.205
H 1.578980 -2.878169 1.242275 0.2 -0.2 0.2 0.232
H 0.050780 -3.843925 1.297261 0.3 0.4 0.6 0.231
H 0.281233 -2.255438 2.407910 0.6 -1.8 -1.7 0.223
H 0.699391 2.233651 1.157978 0.4 -0.4 0.5 0.173
H 3.198902 0.910517 1.637845 -0.2 -1.8 1.0 0.189
H 2.660269 2.611433 2.127685 1.7 -1.0 0.5 0.190
H 4.363580 2.167405 1.291756 -1.0 0.3 0.4 0.216
H 0.273307 2.600688 -2.901900 -0.3 0.6 0.7 0.206
H 1.036179 1.203854 -2.226854 0.3 -0.5 -0.3 0.187
H 1.923454 2.723621 -2.171063 0.6 0.4 -0.4 0.199
```
Forces are in eV/Å.

- Multiplicity: 1
- Calculated total energy: -894.6087 Eh
- Energy above the lowest of the compared OMol25 structures with the same formula, charge and spin: 93.7 kcal/mol
- Molar mass: 311.16 g/mol
- Charge: 0


charge of number 6 (C10H18INO2)? 0


Which value of multiplicity does entry 6 give? 1